2 unconnected molecules or ions with the total composition C5H16N4 at a distorted geometry, computed with the ωB97M-V functional and the def2-TZVPD basis.

Geometry as XYZ:
```
25
C5H16N4 the ωB97M-V functional and the def2-TZVPD basis
C 2.124 -0.428 -1.828
C 0.685 0.303 0.804
C 1.260 -0.815 1.657
N 1.313 0.184 -2.597
H 1.706 1.017 -3.019
H -0.468 0.544 -1.861
H 3.134 -0.096 -1.578
H 1.805 -1.353 -1.363
H 1.437 0.774 0.169
H 0.408 1.132 1.467
H 1.647 -1.635 1.051
H 0.502 -1.250 2.306
H 2.059 -0.455 2.309
C -1.074 -1.430 -0.338
N -1.953 0.335 1.016
C -0.939 0.035 0.043
N -2.259 1.682 1.295
N -1.096 0.853 -1.101
H -1.792 -0.161 1.885
H -1.415 2.256 1.383
H -2.816 2.043 0.527
H -0.904 1.830 -0.910
H -1.082 -2.057 0.550
H -0.271 -1.742 -0.996
H -2.013 -1.565 -0.873
```

* 2S+1: 1
* electronic energy: -11402.5852 eV
* total charge: 0
* highest occupied orbital energy: -8.11 eV
* frontier orbital gap: 0.3302 Eh
* relative energy (zero: lowest compared OMol25 entry of this formula, charge and spin): 68.05 kcal per mole
* structure (SMILES): CC[C@](C)(N)NN.C=N

=====

2 unconnected molecules or ions with the total composition C5H16N4 at a distorted geometry, computed with the ωB97M-V functional and the def2-TZVPD basis.

Geometry as XYZ:
```
25
C5H16N4 the ωB97M-V functional and the def2-TZVPD basis
C 1.721 0.260 -0.492
C -0.836 0.348 1.392
C 1.592 1.589 -1.191
C 2.526 0.252 0.774
N 1.450 -0.868 -1.027
H 0.980 -0.799 -1.927
H 0.388 -1.877 0.200
H 1.225 2.348 -0.503
H 3.532 0.599 0.558
H -0.504 0.052 2.389
H -0.139 1.064 0.950
H -1.765 0.911 1.457
H 2.576 1.908 -1.554
H 0.898 1.533 -2.032
H 2.086 0.913 1.525
H 2.606 -0.758 1.171
C -3.058 -0.193 -0.731
N -1.859 -0.978 -0.576
N -1.399 -1.099 0.712
N -0.486 -2.130 0.745
H -1.124 -0.717 -1.242
H -0.284 -2.353 1.714
H -2.886 0.892 -0.605
H -3.776 -0.520 0.018
H -3.461 -0.377 -1.726
```

* 2S+1: 1
* electronic energy: -11401.6025 eV
* total charge: 0
* highest occupied orbital energy: -7.65 eV
* frontier orbital gap: 0.3091 Eh
* relative energy (zero: lowest compared OMol25 entry of this formula, charge and spin): 90.71 kcal per mole
* structure (SMILES): CC(C)=N.CNN(C)N

=====

2 unconnected molecules or ions with the total composition C5H16N4 at a distorted geometry, computed with the ωB97M-V functional and the def2-TZVPD basis.

Geometry as XYZ:
```
25
C5H16N4 the ωB97M-V functional and the def2-TZVPD basis
C 2.677 0.694 -0.298
C -1.866 1.689 -0.234
C -2.970 -0.135 1.306
C -1.031 -0.796 -0.235
C -2.114 0.190 0.126
N 3.673 1.081 0.491
N -2.303 -0.759 -1.038
N 2.389 -0.531 -0.617
N 3.410 -1.483 -0.433
H 1.965 1.484 -0.416
H -2.680 2.083 -0.981
H -0.831 1.682 -0.612
H -1.993 2.536 0.469
H -2.786 0.659 2.103
H -2.946 -1.162 1.621
H -4.067 -0.026 0.962
H -0.813 -1.715 0.201
H -0.131 -0.353 -0.734
H 3.826 2.074 0.759
H 4.319 0.314 0.914
H -3.045 -1.496 -1.040
H -2.279 -0.124 -1.835
H 3.179 -2.210 -1.067
H 3.351 -1.960 0.424
H 4.458 -1.074 -0.442
```

* 2S+1: 3
* electronic energy: -11381.1202 eV
* total charge: +2
* highest occupied orbital energy (alpha / beta): -12.72 / -18.28 eV
* frontier orbital gap (alpha / beta): 0.2248 / 0.2884 Eh
* relative energy (zero: lowest compared OMol25 entry of this formula, charge and spin): 64.24 kcal per mole

=====

3 unconnected molecules or ions with the total composition C5H16N5O at a distorted geometry, computed with the ωB97M-V functional and the def2-TZVPD basis.

Geometry as XYZ:
```
27
C5H16N5O the ωB97M-V functional and the def2-TZVPD basis
C -2.155 1.531 1.743
C -1.541 -0.184 -2.059
C 1.084 -1.242 1.150
C 3.268 0.504 -0.609
C -1.232 -0.951 0.230
N -4.081 1.882 3.242
N -2.799 1.448 2.762
N -1.998 -0.794 -0.844
N 0.107 -0.760 0.158
N 2.268 -0.081 -1.428
O -1.276 1.453 0.931
H -1.237 0.930 -1.889
H -0.724 -0.909 -2.365
H -2.381 -0.061 -2.844
H 1.244 -0.482 1.937
H 0.828 -2.136 1.580
H 2.014 -1.250 0.655
H 4.193 -0.117 -0.555
H 3.568 1.449 -0.876
H 2.836 0.673 0.446
H -4.709 1.038 3.449
H -3.835 2.359 4.089
H -1.638 -1.401 1.065
H -2.942 -0.900 -0.809
H 0.574 -0.392 -0.787
H 2.636 -0.866 -1.848
H 1.868 0.639 -2.040
```

* 2S+1: 1
* electronic energy: -14933.7161 eV
* total charge: +1
* highest occupied orbital energy: -12.69 eV
* frontier orbital gap: 0.3725 Eh
* relative energy (zero: lowest compared OMol25 entry of this formula, charge and spin): 75.86 kcal per mole

=====

2 unconnected molecules or ions with the total composition C5H16NO at a distorted geometry, computed with the ωB97M-V functional and the def2-TZVPD basis.

Geometry as XYZ:
```
23
C5H16NO the ωB97M-V functional and the def2-TZVPD basis
C 0.816 1.374 -0.597
C 0.364 0.251 -1.498
C -0.119 -1.003 -0.771
C -1.278 -0.815 0.187
C -2.495 -0.141 -0.515
N 1.926 0.975 0.352
H -0.034 1.682 0.009
H 1.136 2.265 -1.130
H -0.451 0.645 -2.115
H 1.040 -0.089 -2.288
H -0.306 -1.804 -1.488
H 0.745 -1.421 -0.221
H -1.664 -1.762 0.562
H -0.971 -0.262 1.077
H -2.269 0.884 -0.789
H -3.351 -0.166 0.153
H -2.751 -0.724 -1.399
H 2.095 1.743 0.989
H 1.627 0.146 0.891
H 2.773 0.762 -0.173
H 1.434 -1.540 2.933
H 0.470 -0.378 3.160
O 1.263 -0.622 2.671
```

* 2S+1: 1
* electronic energy: -8976.1642 eV
* total charge: +1
* highest occupied orbital energy: -14.88 eV
* frontier orbital gap: 0.4274 Eh
* relative energy (zero: lowest compared OMol25 entry of this formula, charge and spin): 8.09 kcal per mole

=====

2 unconnected molecules or ions with the total composition C5H16NO at a distorted geometry, computed with the ωB97M-V functional and the def2-TZVPD basis.

Geometry as XYZ:
```
23
C5H16NO the ωB97M-V functional and the def2-TZVPD basis
C -0.756 0.529 0.338
C 0.332 -0.088 -0.524
C 0.865 1.055 -1.422
C -0.081 -1.221 -1.445
C 1.131 -2.074 -1.798
N -1.150 -0.202 1.608
H -0.314 1.426 0.832
H -1.705 0.739 -0.217
H 1.234 -0.376 0.093
H 0.961 0.833 -2.499
H 1.768 1.660 -1.194
H 0.088 1.811 -1.517
H -0.537 -0.886 -2.401
H -0.709 -1.900 -0.841
H 1.499 -2.615 -0.911
H 1.884 -1.558 -2.382
H 0.769 -2.867 -2.449
H -1.543 -1.143 1.609
H -1.948 0.393 1.924
H -0.583 0.052 2.440
H 0.331 2.074 3.572
H -0.956 2.587 3.772
O -0.578 1.770 3.410
```

* 2S+1: 1
* electronic energy: -8975.1339 eV
* total charge: +1
* highest occupied orbital energy: -14.72 eV
* frontier orbital gap: 0.4189 Eh
* relative energy (zero: lowest compared OMol25 entry of this formula, charge and spin): 31.85 kcal per mole

=====

2 unconnected molecules or ions with the total composition C5H16NO at a distorted geometry, computed with the ωB97M-V functional and the def2-TZVPD basis.

Geometry as XYZ:
```
23
C5H16NO the ωB97M-V functional and the def2-TZVPD basis
C 1.557 -1.235 -0.702
C 0.878 0.070 -0.328
C -0.620 0.055 -0.722
C -0.767 -0.199 -2.233
C -1.562 -0.888 0.063
N 0.986 0.327 1.190
H 1.733 -1.210 -1.777
H 0.936 -2.098 -0.476
H 2.550 -1.345 -0.265
H 1.320 0.960 -0.766
H -1.021 1.064 -0.564
H -1.810 -0.010 -2.482
H -0.546 -1.247 -2.448
H -0.101 0.345 -2.901
H -2.575 -0.534 -0.102
H -1.312 -0.930 1.122
H -1.527 -1.912 -0.312
H 1.301 -0.485 1.711
H 0.041 0.454 1.552
H 1.601 1.114 1.383
H -0.617 2.843 2.321
H -0.120 2.643 3.790
O -0.325 2.216 2.948
```

* 2S+1: 1
* electronic energy: -8976.0582 eV
* total charge: +1
* highest occupied orbital energy: -15.45 eV
* frontier orbital gap: 0.4509 Eh
* relative energy (zero: lowest compared OMol25 entry of this formula, charge and spin): 10.53 kcal per mole

=====

2 unconnected molecules or ions with the total composition C5H16NO at a distorted geometry, computed with the ωB97M-V functional and the def2-TZVPD basis.

Geometry as XYZ:
```
23
C5H16NO the ωB97M-V functional and the def2-TZVPD basis
C 1.647 -0.705 -0.239
C 0.823 0.559 -0.177
C -0.479 0.590 -0.973
C -0.268 1.454 -2.225
C -0.997 -0.795 -1.388
N 0.531 0.842 1.300
H 2.111 -0.793 -1.218
H 1.108 -1.624 -0.027
H 2.511 -0.630 0.427
H 1.466 1.370 -0.491
H -1.296 1.065 -0.418
H -1.118 1.398 -2.911
H 0.631 1.148 -2.765
H -0.199 2.504 -1.950
H -2.012 -0.635 -1.730
H -1.033 -1.477 -0.551
H -0.418 -1.150 -2.234
H 0.072 0.048 1.770
H -0.045 1.679 1.383
H 1.430 1.081 1.711
H -1.057 -1.601 3.828
H -1.291 -2.240 2.417
O -1.034 -1.432 2.882
```

* 2S+1: 1
* electronic energy: -8976.2270 eV
* total charge: +1
* highest occupied orbital energy: -15.45 eV
* frontier orbital gap: 0.4519 Eh
* relative energy (zero: lowest compared OMol25 entry of this formula, charge and spin): 6.64 kcal per mole

=====

2 unconnected molecules or ions with the total composition C5H16NO at a distorted geometry, computed with the ωB97M-V functional and the def2-TZVPD basis.

Geometry as XYZ:
```
23
C5H16NO the ωB97M-V functional and the def2-TZVPD basis
C 0.173 1.551 -1.389
C -0.659 0.414 -0.700
C 0.135 -0.881 -0.321
C 0.347 -1.740 -1.504
C 1.447 -0.625 0.474
N -1.468 0.959 0.502
H 0.704 1.030 -2.196
H 0.824 1.963 -0.614
H -0.639 2.201 -1.717
H -1.583 0.131 -1.438
H -0.581 -1.437 0.274
H 0.703 -2.867 -1.364
H 1.078 -1.330 -2.150
H -0.639 -1.716 -2.070
H 1.823 -1.574 0.893
H 1.370 0.164 1.274
H 2.152 -0.422 -0.201
H -0.883 1.214 1.401
H -2.149 0.304 0.796
H -2.018 1.797 0.223
H -0.383 0.481 3.983
H 0.580 -0.084 2.806
O -0.333 0.466 3.038
```

* 2S+1: 1
* electronic energy: -8974.8639 eV
* total charge: +1
* highest occupied orbital energy: -15.20 eV
* frontier orbital gap: 0.4420 Eh
* relative energy (zero: lowest compared OMol25 entry of this formula, charge and spin): 38.08 kcal per mole

=====

2 unconnected molecules or ions with the total composition C5H16NO at a distorted geometry, computed with the ωB97M-V functional and the def2-TZVPD basis.

Geometry as XYZ:
```
23
C5H16NO the ωB97M-V functional and the def2-TZVPD basis
C -0.581 -1.030 -1.040
C 0.742 -0.354 -1.080
C 1.537 -0.803 -2.420
C 0.695 1.138 -1.165
C -0.082 1.779 0.008
N -0.853 -1.294 0.393
H -0.493 -1.993 -1.521
H -1.491 -0.497 -1.372
H 1.479 -0.664 -0.366
H 2.161 0.148 -2.849
H 2.342 -1.574 -2.064
H 0.979 -1.044 -3.298
H 1.661 1.563 -1.036
H 0.391 1.526 -2.147
H 0.056 1.308 1.007
H 0.123 2.778 0.072
H -1.107 1.513 -0.173
H -0.198 -2.011 0.723
H -0.486 -0.449 0.888
H -1.753 -1.406 0.727
H -0.428 0.902 3.848
H -1.215 0.979 5.043
O -1.240 0.451 4.244
```

* 2S+1: 2
* electronic energy: -8959.3666 eV
* total charge: +2
* highest occupied orbital energy (alpha / beta): -17.33 / -17.29 eV
* frontier orbital gap (alpha / beta): 0.3726 / 0.0946 Eh
* relative energy (zero: lowest compared OMol25 entry of this formula, charge and spin): 55.83 kcal per mole